One molecule with the formula C2H6N2O at a distorted geometry, computed with the ωB97M-V functional and the def2-TZVPD basis.

Structure (XYZ):
```
11
Properties=species:S:1:pos:R:3:forces:R:3:lowdin_charge:R:1
C 1.621685 0.160372 -0.220844 0.30 -0.04 0.26 -0.015
N -0.730375 0.481432 0.246606 0.59 -1.03 -0.31 -0.052
C 0.245485 -0.436058 -0.115524 -0.47 -0.02 -0.10 -0.534
N -2.060095 0.045482 0.425586 -0.07 -0.25 -0.31 0.018
O 0.008995 -1.616028 -0.360874 -0.15 1.15 0.35 0.032
H -0.481215 1.427392 0.527956 -0.33 -0.64 0.00 0.135
H -2.012635 -0.933478 0.740606 0.14 0.55 0.05 0.083
H -2.483625 -0.034138 -0.504504 0.12 0.15 0.29 0.083
H 2.368885 -0.622078 -0.061364 -0.19 0.13 -0.14 0.087
H 1.769995 0.933732 0.538116 0.03 0.03 -0.19 0.075
H 1.752905 0.593372 -1.215764 0.04 -0.04 0.11 0.087
```
Forces are in eV/Å.

As for the total energy: -264.54409 Ha. The LUMO energy is 0.92 eV. For the energy relative to the best compared isomer or geometry (same formula, charge and spin), the calculation gives 27.1 kcal per mole. Its molecular weight is 74.08 g/mol. As for the multiplicity: 1. The value obtained for the HOMO energy is -9.7068 eV. Its structure (SMILES) is CC(=O)NN. As for the HOMO-LUMO gap: 10.6233 eV.

A 2-piece molecular cluster, C2H2O2S overall at a distorted geometry, computed with the ωB97M-V functional and the def2-TZVPD basis.

Structure (XYZ):
```
7
Properties=species:S:1:pos:R:3:forces:R:3:lowdin_charge:R:1
C 1.468215 -0.320095 0.502987 -0.92 -0.22 -0.04 0.031
C 0.917157 0.216709 -0.417601 2.05 0.83 -1.14 -0.087
O -1.772011 -1.078201 -0.476806 -0.33 -1.41 -0.76 -0.411
O -1.626701 1.312095 -0.087472 0.15 -1.26 0.83 -0.443
S -1.426951 -0.042679 0.418214 -0.89 2.70 0.12 0.817
H 1.492330 -0.903333 1.359510 0.66 -0.67 1.14 0.030
H 0.947961 0.815504 -1.298835 -0.72 0.02 -0.15 0.065
```
Forces are in eV/Å.

As for the total energy: -625.96198 Ha. The LUMO energy is -0.60 eV. For the energy relative to the best compared isomer or geometry (same formula, charge and spin), the calculation gives 63.0 kcal per mole. Its molecular weight is 90.10 g/mol. As for the multiplicity: 1. The value obtained for the HOMO energy is -10.8073 eV. As for the HOMO-LUMO gap: 10.2054 eV.

One molecule with the formula C2H3ClS at a distorted geometry, computed with the ωB97M-V functional and the def2-TZVPD basis.

Structure (XYZ):
```
7
Properties=species:S:1:pos:R:3:forces:R:3:lowdin_charge:R:1
C -0.631590 0.085185 0.375436 -3.95 3.50 4.21 -0.619
C 0.435024 -0.045170 -0.545797 2.56 -0.35 -1.98 -1.072
S -0.190664 -1.595062 0.073029 -0.31 -0.95 -0.03 0.780
Cl 2.002574 0.431910 0.109857 0.52 0.23 -0.14 0.550
H -0.437763 0.540578 1.589103 -0.10 -1.44 -3.95 0.162
H -1.667756 0.548979 0.073332 2.02 -1.33 0.23 0.106
H 0.490177 0.033580 -1.674961 -0.74 0.35 1.66 0.095
```
Forces are in eV/Å.

As for the total energy: -936.32049 Ha. The LUMO energy is 0.80 eV. For the energy relative to the best compared isomer or geometry (same formula, charge and spin), the calculation gives 22.8 kcal per mole. Its molecular weight is 94.57 g/mol. As for the multiplicity: 1. The value obtained for the HOMO energy is -9.1940 eV. Its structure (SMILES) is Cl[C@@H]1CS1. As for the HOMO-LUMO gap: 9.9903 eV.

A 5-piece molecular cluster, C17H48N6O5 overall at a distorted geometry, computed with the ωB97M-V functional and the def2-TZVPD basis.

Structure (XYZ):
```
76
Properties=species:S:1:pos:R:3:forces:R:3:lowdin_charge:R:1
C 2.256612 12.911118 0.387842 -0.24 0.89 1.10 -0.653
O 1.665639 12.957089 1.479744 -0.04 -0.17 -0.80 -0.026
N 2.259312 13.968545 -0.475404 0.12 -0.39 -0.28 0.182
N 3.003919 11.854983 0.018844 0.56 -1.52 -0.22 0.176
H 2.889858 13.875358 -1.246878 -0.11 0.34 -0.33 0.065
H 1.766705 14.832599 -0.279333 0.28 -0.24 0.36 0.071
H 2.907663 10.975765 0.533706 -0.17 0.57 0.38 0.055
H 3.615314 11.788365 -0.785907 -0.42 0.72 -0.07 0.062
C 4.672519 8.220804 1.185823 -0.33 0.40 -0.27 -0.038
C 3.136667 8.233374 1.114137 0.23 0.06 0.15 -0.419
C 2.550087 6.961525 1.728531 -1.34 0.57 0.20 -0.227
O 2.809270 5.804427 0.993010 1.09 -0.51 0.40 -0.175
C 2.049556 5.604350 -0.161070 -0.25 0.03 -0.60 -0.114
N 2.653142 9.457499 1.781125 0.18 -0.78 0.79 0.033
H 5.088841 7.242487 0.957448 -0.04 -0.03 -0.03 0.081
H 4.997638 8.533612 2.181582 -0.06 -0.28 0.12 0.079
H 5.102166 8.965638 0.513304 -0.03 -0.09 -0.14 0.058
H 2.772102 8.311998 0.085069 0.28 -0.22 -0.09 0.125
H 1.457664 7.073197 1.854778 -0.08 0.20 -0.46 0.123
H 2.828158 6.855338 2.782679 0.78 -0.33 -0.23 0.134
H 0.994434 5.475777 0.099130 -0.08 0.10 -0.17 0.092
H 2.400591 4.711795 -0.680247 0.04 -0.21 0.45 0.089
H 2.172202 6.383342 -0.924433 -0.18 0.30 0.32 0.083
H 3.197103 9.517590 2.643612 -0.09 0.36 -0.10 0.078
H 1.709108 9.287220 2.129114 -0.08 0.31 -0.33 0.091
C 3.742086 13.808452 -4.380736 0.00 -0.33 -1.23 -0.073
C 4.953524 13.988813 -3.460736 -0.51 -0.31 -1.71 -0.430
C 5.655429 12.659235 -3.213358 -0.08 0.40 1.88 -0.197
O 4.807445 11.820359 -2.437215 -0.57 -0.35 -0.40 -0.242
C 5.297582 10.489569 -2.272057 -0.38 0.68 -1.01 -0.086
N 5.950406 14.855315 -4.086434 0.16 0.41 0.67 0.031
H 4.020234 13.239824 -5.280744 0.21 -0.19 0.23 0.078
H 3.455755 14.761664 -4.833686 -0.27 0.15 0.53 0.072
H 2.873313 13.285390 -3.979376 0.07 0.20 0.34 0.073
H 4.545663 14.478576 -2.578769 0.68 -0.15 0.52 0.127
H 6.530758 12.879022 -2.588095 0.26 -0.09 -0.39 0.131
H 5.959356 12.167323 -4.142206 -0.09 0.09 -0.11 0.127
H 4.452698 9.818537 -2.119662 -0.06 0.18 0.63 0.085
H 6.031062 10.496772 -1.468809 0.16 -0.49 -0.04 0.091
H 5.678296 10.156699 -3.243252 0.60 -0.07 0.24 0.088
H 5.577643 15.785572 -4.221480 0.07 -0.01 -0.09 0.072
H 6.286760 14.511512 -4.975273 -0.19 -0.14 -0.07 0.074
C 5.688749 13.357455 2.527154 1.19 1.23 -0.15 -0.066
C 4.909817 13.717583 3.767727 -0.05 -1.52 0.96 -0.440
C 4.729603 15.199078 4.026857 -0.65 -0.12 -0.46 -0.230
O 5.950486 15.852025 4.265675 0.30 -0.32 0.43 -0.180
C 5.747755 17.177566 4.687674 0.39 0.32 -0.63 -0.120
N 3.613105 13.005509 3.841327 -0.32 0.72 -0.77 0.046
H 5.309344 13.915470 1.664982 -0.16 -0.33 -0.12 0.078
H 5.776786 12.294938 2.312258 -0.40 -0.09 0.08 0.067
H 6.718522 13.716565 2.673887 -0.09 -0.04 -0.17 0.077
H 5.440667 13.329490 4.649244 0.28 0.18 -0.17 0.137
H 4.050243 15.276436 4.885550 0.04 0.17 0.00 0.126
H 4.250323 15.677604 3.154905 -0.16 -0.05 0.06 0.123
H 5.208099 17.253148 5.635379 -0.20 -0.09 -0.08 0.088
H 5.247072 17.728667 3.879739 -0.31 0.11 0.30 0.088
H 6.718225 17.660923 4.807365 0.07 -0.24 0.09 0.086
H 3.033488 13.324723 3.058195 -0.21 0.16 0.26 0.034
H 3.766807 12.052142 3.526398 0.22 -0.13 0.34 0.049
C -0.453965 17.156604 4.097562 0.43 0.08 -0.03 -0.068
C -0.277559 16.360314 2.816989 0.35 0.05 -0.91 -0.453
C 0.933543 16.861280 1.979334 -0.79 0.38 0.69 -0.183
O 0.942369 16.378576 0.656180 -0.08 -0.94 -0.40 -0.236
C -0.025261 16.865163 -0.250699 0.62 1.19 0.16 -0.092
N -0.240022 14.927625 3.027584 -0.16 -0.02 0.33 0.058
H 0.473675 17.254027 4.671238 0.09 0.02 -0.15 0.077
H -1.170374 16.701388 4.779394 -0.22 -0.03 -0.24 0.078
H -0.788572 18.150266 3.796364 -0.01 0.10 0.39 0.076
H -1.143243 16.624607 2.193466 -0.13 -0.36 0.08 0.119
H 1.860941 16.499944 2.424404 0.05 0.10 0.05 0.120
H 0.906917 17.961848 1.981628 0.21 0.02 -0.12 0.122
H -1.069658 16.696563 0.010023 0.05 -0.30 0.15 0.085
H 0.205469 16.458724 -1.233048 -0.11 -0.29 0.07 0.086
H 0.144151 17.947718 -0.330484 -0.34 0.09 -0.08 0.091
H 0.139672 14.435203 2.225232 0.05 -0.05 -0.05 0.037
H 0.379371 14.711759 3.802798 -0.01 -0.05 -0.03 0.073
```
Forces are in eV/Å.

As for the total energy: -1381.20172 Ha. The LUMO energy is 0.61 eV. For the energy relative to the best compared isomer or geometry (same formula, charge and spin), the calculation gives 11.5 kcal per mole. Its molecular weight is 416.61 g/mol. As for the multiplicity: 1. The value obtained for the HOMO energy is -8.3424 eV. Its structure (SMILES) is COC[C@H](C)N.COC[C@H](C)N.COC[C@H](C)N.COC[C@H](C)N.NC(N)=O. As for the HOMO-LUMO gap: 8.9534 eV.

A 13-piece molecular cluster, C5H34N2O13 overall at a distorted geometry, computed with the ωB97M-V functional and the def2-TZVPD basis.

Structure (XYZ):
```
54
Properties=species:S:1:pos:R:3:forces:R:3:lowdin_charge:R:1
C 0.988492 -0.517029 -0.854353 -0.38 1.65 1.72 -0.128
C 0.071111 0.815374 -0.846138 -1.04 -1.72 0.30 -0.165
C -1.002630 0.807297 -1.920130 -1.10 4.67 0.24 -0.155
C -1.700703 1.996839 -2.153982 3.87 -4.29 1.31 0.016
N 0.335275 -1.584339 0.086044 2.94 0.61 2.86 0.053
C 0.446348 -3.023949 -0.000886 -2.28 1.32 -1.85 -0.594
N 0.417684 -3.559188 -1.276262 0.15 -0.98 1.47 0.164
O 0.173246 -3.735069 0.955479 0.96 0.22 0.54 0.007
H 1.227089 -0.828426 -1.900434 -0.36 -0.17 1.15 0.098
H 1.955175 -0.086635 -0.438283 -1.29 -1.25 -0.51 0.097
H -0.669037 0.886950 0.049802 2.11 -0.61 -0.91 0.111
H 0.718340 1.702994 -0.784714 -0.33 -0.17 -0.54 0.093
H -1.276998 -0.102556 -2.359415 -0.74 -1.43 -0.25 0.068
H -1.152283 2.817575 -1.825655 0.35 1.59 0.93 0.006
H -2.667628 2.115078 -2.418198 -2.78 0.11 -1.71 0.009
H 0.687701 -1.353379 1.200192 -1.42 -0.60 -4.25 0.174
H 0.324284 -2.992635 -2.095850 0.07 0.09 -0.36 0.030
H 0.026889 -4.518958 -1.260527 0.57 1.20 -0.29 0.123
H -4.235260 0.167113 1.541559 -0.35 -0.57 -0.02 0.059
H -3.749241 0.559678 0.131562 -0.21 -0.41 -0.58 0.036
O -3.792091 0.842880 1.037452 0.17 1.22 0.40 -0.026
H -0.374546 -2.731907 4.178673 0.27 0.15 1.72 0.052
H -0.622987 -3.050393 2.865186 -0.39 -3.67 -3.81 -0.035
O -0.527423 -2.309013 3.353730 0.29 3.58 1.97 0.015
H 3.265576 -0.914518 0.742263 0.20 -0.66 -0.23 0.000
H 3.890885 -2.300499 0.353991 -0.42 0.95 -0.31 0.063
O 3.356571 -1.553213 0.004114 1.09 -0.91 0.02 -0.113
H -0.191339 4.299891 -2.856541 2.85 -0.18 0.88 0.085
H 1.037442 4.552290 -1.809074 -0.43 -0.23 -0.38 0.040
O 0.808466 4.142132 -2.662432 -2.32 0.36 -0.55 -0.098
H 0.240275 1.275736 -4.931817 -1.48 0.18 -1.81 0.023
H 0.934941 2.068432 -3.919014 0.65 4.42 1.75 -0.041
O 0.813239 1.234121 -4.212083 0.99 -4.72 0.07 0.031
H -1.480786 -0.943901 2.135478 -0.33 -3.08 1.03 -0.038
H -2.261160 0.224703 1.465796 -0.09 -0.23 0.36 -0.016
O -1.433681 -0.069979 1.884078 0.64 3.69 -0.50 -0.065
H 1.939525 3.749720 1.744634 -0.29 -0.27 0.06 0.027
H 0.875425 2.779791 1.069019 1.14 1.28 0.36 0.012
O 1.594121 3.450498 0.898726 -0.61 -0.74 -0.64 -0.096
H -1.080200 2.028860 2.428157 1.34 -0.25 0.26 0.056
H -0.795036 3.408143 2.752589 0.17 1.22 0.27 0.049
O -0.297980 2.607885 2.635673 -1.70 -1.34 -0.35 -0.060
H 0.387181 -2.028819 -4.679300 0.77 0.25 -3.33 -0.002
H 0.260695 -1.054967 -3.449780 0.05 -1.99 -1.38 0.045
O 0.211489 -2.013018 -3.790470 -0.86 1.96 4.41 -0.045
H -2.133366 -1.397369 0.124661 1.69 0.50 0.03 -0.023
H -3.287838 -2.003642 -0.579281 0.16 -0.20 1.05 0.075
O -2.928124 -1.860840 0.327228 -1.73 -0.59 -1.30 -0.044
H 1.544460 1.153552 3.505172 0.34 -0.36 0.97 0.057
H 0.467177 0.157386 3.618167 2.12 0.31 1.95 0.097
O 1.364019 0.398084 4.118193 -3.16 0.27 -2.67 -0.094
H 2.507002 -1.990781 2.272562 0.52 2.42 0.21 0.094
H 2.092698 -0.729072 3.164223 1.35 -0.03 -1.08 0.019
O 2.697517 -0.988908 2.380211 -1.71 -2.54 1.35 -0.143
```
Forces are in eV/Å.

As for the total energy: -1298.42523 Ha. The LUMO energy is 0.21 eV. For the energy relative to the best compared isomer or geometry (same formula, charge and spin), the calculation gives 119.1 kcal per mole. Its molecular weight is 330.33 g/mol. As for the multiplicity: 1. The value obtained for the HOMO energy is -8.9318 eV. As for the HOMO-LUMO gap: 9.1385 eV.

C10H11AuCl3GeN6S as an isolated structure, computed with the ωB97M-V functional and the def2-TZVPD basis.

Structure (XYZ):
```
33
Properties=species:S:1:pos:R:3:forces:R:3:lowdin_charge:R:1
Au 0.409043 -0.359720 -0.625911 -0.20 -0.06 -0.25 0.883
N -2.045979 -1.831373 -3.996045 -0.15 -0.14 -0.13 0.183
C -1.440295 -1.346914 -2.941824 0.08 0.10 -0.05 -0.807
S 0.082909 -0.613467 -3.064434 0.15 -0.06 0.19 0.704
N -2.211788 -1.480674 -1.783588 0.11 0.00 -0.08 0.080
N -1.609929 -1.063391 -0.713733 -0.21 -0.06 0.34 -0.163
C -2.308869 -1.073758 0.407005 0.18 0.01 0.02 0.023
C -1.685402 -0.599724 1.609237 0.08 0.08 -0.18 -0.269
C -2.377371 -0.596513 2.809823 -0.07 0.02 0.07 0.049
C -1.765904 -0.044251 3.931788 -0.07 -0.02 0.06 0.012
C -0.505968 0.496670 3.801115 0.11 0.05 -0.04 0.014
C 0.137902 0.447654 2.555258 -0.11 -0.10 0.02 -0.124
N -0.423740 -0.101554 1.495853 0.10 -0.08 0.19 -0.016
H -1.602750 -1.822247 -4.904443 -0.03 0.02 0.00 0.139
H -2.968118 -2.241145 -3.906948 0.02 0.02 0.00 0.150
H -3.341974 -1.406817 0.397507 0.03 -0.04 -0.06 0.160
H -3.376293 -1.012013 2.861304 0.03 0.03 -0.01 0.142
H -2.279073 -0.031576 4.884205 0.01 0.01 -0.02 0.138
H -0.006435 0.958757 4.642219 0.01 -0.01 -0.03 0.134
H 1.122639 0.879342 2.421798 -0.01 -0.01 0.03 0.122
Cl -2.794697 1.732708 -1.856293 -0.01 0.03 -0.02 0.118
Ge -1.138789 2.862259 -1.038758 -0.16 0.17 0.02 -0.192
Cl -1.187148 4.810369 -1.857191 0.08 -0.03 -0.03 0.178
Cl -1.508853 2.997882 1.084980 0.01 0.00 -0.01 0.132
N 3.353744 -0.355736 0.330890 0.04 0.04 0.05 0.013
C 4.616317 -0.172310 -0.085065 0.03 -0.06 0.05 -0.034
C 4.562079 0.323570 -1.367812 -0.07 0.04 -0.11 -0.011
C 3.204015 0.414727 -1.662926 0.02 0.07 0.06 -0.125
N 2.470750 0.006943 -0.622317 0.10 0.04 -0.13 -0.164
H 3.047470 -0.716841 1.218525 -0.02 -0.05 -0.03 0.160
H 5.456035 -0.408993 0.549544 -0.06 0.01 -0.01 0.144
H 5.388248 0.579435 -2.009197 -0.03 0.00 0.06 0.123
H 2.728210 0.768696 -2.564580 0.01 -0.04 0.04 0.105
```
Forces are in eV/Å.

As for the expectation value of S²: 3.79. As for the total energy: -4707.03395 Ha. The LUMO energy (alpha / beta) is -7.86 / -9.75 eV. For the energy relative to the best compared isomer or geometry (same formula, charge and spin), the calculation gives 0.0 kcal per mole. Its molecular weight is 623.24 g/mol. As for the multiplicity: 4. As for the net charge: +2. The value obtained for the HOMO energy (alpha / beta) is -14.6511 / -16.0618 eV. As for the HOMO-LUMO gap (alpha / beta): 6.7936 / 6.3127 eV.

Which of these has the highest molecular weight?
C10H11AuCl3GeN6S